# 1
{"formula": "C24H16AuCl2F6N3O6S4", "method": "the ωB97M-V functional and the def2-TZVPD basis", "elements": ["S", "C", "H", "N", "H", "F", "C", "C", "C", "C", "C", "H", "C", "C", "C", "C", "H", "F", "F", "Cl", "O", "O", "F", "C", "N", "C", "H", "H", "S", "S", "O", "F", "H", "C", "C", "O", "O", "C", "N", "C", "C", "H", "C", "C", "C", "O", "C", "H", "Cl", "Au", "H", "H", "S", "C", "C", "H", "H", "F", "H", "C", "H", "H"], "xyz": [[-0.184, -3.300, 0.365], [3.344, -0.187, -0.875], [0.432, 1.018, -4.436], [2.748, -0.200, 0.350], [-3.479, 1.684, -1.490], [-0.878, 4.256, 2.398], [-0.423, 1.177, -3.793], [-1.953, 0.333, -2.121], [4.708, 0.698, 1.350], [3.219, -0.619, -3.237], [-2.629, 1.543, -2.146], [2.683, -0.947, -4.111], [-1.818, -4.192, 4.485], [3.383, 0.238, 1.409], [-0.513, -2.770, 3.080], [2.584, -0.622, -2.011], [-2.252, 4.714, -2.730], [-4.164, 1.069, 3.781], [-1.716, 3.593, 0.516], [0.464, -1.346, 2.980], [-2.160, -0.893, 1.267], [0.790, 1.872, 2.716], [0.397, 4.047, 0.658], [-0.649, 3.535, 1.304], [-1.586, 1.275, 2.436], [4.553, -0.187, -3.364], [-2.241, -4.412, 5.456], [-3.352, 4.110, -3.964], [0.089, -1.317, -2.850], [-2.675, 0.375, 1.723], [0.013, 1.162, 0.487], [-2.890, -0.646, 4.142], [-0.850, -2.385, 5.145], [-3.650, -0.025, 3.234], [-1.521, -4.759, 2.182], [0.667, -1.574, -4.139], [-3.574, 1.086, 0.867], [-1.105, 2.379, -3.798], [1.252, -0.937, -1.766], [-0.738, -3.597, 1.958], [-1.040, -3.055, 4.319], [6.369, 1.039, 0.057], [-2.213, 2.579, -2.973], [4.675, 0.253, -1.019], [5.280, 0.245, -2.294], [-0.727, -2.326, -2.230], [5.346, 0.695, 0.143], [6.305, 0.576, -2.401], [-1.852, -5.845, 0.887], [0.727, -1.142, 0.281], [5.192, 1.048, 2.250], [5.000, -0.201, -4.350], [-0.283, 1.789, 1.768], [-2.934, 3.899, -2.978], [-0.854, 0.162, -2.946], [-2.662, -5.933, 3.542], [-3.746, 3.905, -2.254], [-4.642, -0.845, 2.888], [2.834, 0.245, 2.343], [-2.056, -5.047, 3.421], [-2.270, -0.465, -1.462], [-0.775, 3.178, -4.452]], "mulliken_charge": [-0.157, 0.080, 0.467, -0.409, 0.399, -0.209, -0.656, -0.491, -1.083, -0.580, -0.531, 0.624, -0.448, 0.064, 0.803, 0.495, 0.342, -0.205, -0.173, -0.084, -0.303, -0.670, -0.200, 0.433, -0.514, -0.818, 0.394, 0.428, 0.928, 1.154, -0.534, -0.177, 0.460, 0.370, 0.250, -0.746, -0.627, -0.696, -0.130, 0.096, -0.670, 0.426, 0.917, 0.908, -0.940, -0.724, -0.473, 0.392, -0.186, 1.319, 0.411, 0.396, 1.071, -1.669, 0.220, 0.448, 0.356, -0.205, 0.404, -0.716, 0.552, 0.412], "total_charge": 0, "multiplicity": 3, "homo_ev": [-8.18, -8.11], "gap_ev": [7.76, 4.70], "total_energy_ev": -130283.7474}

=====

# 2
{"formula": "C23H21BIrN11O6S", "method": "the ωB97M-V functional and the def2-TZVPD basis", "elements": ["H", "H", "O", "C", "C", "N", "C", "H", "Ir", "O", "C", "H", "H", "H", "H", "C", "C", "N", "C", "H", "H", "H", "N", "H", "C", "N", "H", "H", "O", "N", "B", "N", "N", "O", "N", "O", "C", "C", "C", "C", "C", "H", "C", "H", "H", "N", "H", "N", "S", "H", "C", "C", "H", "C", "H", "C", "C", "H", "O", "N", "C", "C", "C", "C"], "xyz": [[-0.453, 0.679, 2.261], [-0.220, -0.180, -4.891], [-0.192, 0.938, -0.115], [-3.933, -3.461, 1.406], [-2.699, -2.864, 1.599], [1.837, 6.605, 0.506], [1.474, 5.373, -0.216], [1.201, -3.796, -0.959], [-0.339, -1.256, 0.270], [1.818, 6.557, 1.718], [-4.141, -3.369, 0.041], [2.377, 0.211, 0.053], [-4.965, -3.702, -0.565], [-2.002, 0.024, 2.228], [-2.345, 0.709, 6.078], [-1.286, -0.570, 4.776], [-0.085, -2.024, 3.604], [-1.919, -1.709, -2.562], [0.700, 3.114, -0.166], [-3.171, -3.556, -2.604], [0.850, -0.138, -2.401], [3.378, -4.147, -2.053], [-0.826, -0.902, 3.508], [-3.072, 0.545, 4.472], [-0.621, -0.628, -4.001], [1.252, 4.128, -3.715], [-4.577, -3.891, 2.151], [4.549, -0.155, -1.027], [1.580, 5.136, -4.296], [-0.860, -1.442, 5.624], [-3.106, -2.496, -2.035], [-0.119, -2.327, 4.904], [-1.020, -0.233, 2.318], [2.121, 7.572, -0.166], [-0.866, -1.247, -1.880], [0.291, 1.925, 1.843], [3.810, -0.944, -1.016], [-2.130, 0.619, 5.018], [1.545, 5.355, -1.597], [1.642, -1.766, -0.407], [0.754, 3.074, -1.552], [-1.613, 1.518, 4.676], [1.924, -2.989, -0.982], [-2.536, -1.631, -4.571], [0.463, 2.192, -2.101], [-2.207, -2.439, 0.424], [-2.157, -2.752, 2.520], [-3.098, -2.750, -0.524], [0.637, -2.840, 2.330], [0.350, -3.091, 5.365], [3.149, -3.196, -1.594], [0.238, 1.905, 0.604], [1.032, 4.326, 1.590], [2.580, -0.746, -0.410], [1.869, 6.222, -2.153], [-1.790, -1.351, -3.848], [1.064, 4.269, 0.512], [-4.124, -1.915, -2.315], [0.973, 3.064, -4.235], [6.414, -2.579, -2.666], [1.184, 4.189, -2.247], [-0.068, -0.591, -2.730], [4.099, -2.175, -1.604], [5.383, -2.400, -2.193]], "mulliken_charge": [0.575, 0.484, -0.924, -1.108, -0.083, 1.055, -0.334, 0.509, 1.608, -0.606, -0.292, 0.372, 0.468, 0.316, 0.361, 0.960, 0.342, 0.260, 0.484, -0.045, 0.638, 0.488, 0.423, 0.336, -1.116, 1.063, 0.439, 0.502, -0.596, -0.777, -0.327, 0.220, -0.811, -0.593, -0.072, -0.909, -0.812, -1.283, -0.445, -0.033, -0.542, 0.316, -0.205, 0.445, 0.565, -0.280, 0.388, 0.407, -0.272, 0.182, -0.626, 0.540, 0.676, -0.070, 0.627, -0.301, -0.419, -0.041, -0.608, -0.440, -0.255, -0.147, 0.556, -0.237], "total_charge": 1, "multiplicity": 2, "homo_ev": [-11.70, -11.69], "gap_ev": [5.99, 5.56], "total_energy_ev": -67204.1921}

=====

# 3
{"formula": "C4H13N3O", "method": "the ωB97M-V functional and the def2-TZVPD basis", "elements": ["C", "H", "H", "C", "N", "C", "H", "O", "H", "C", "H", "H", "H", "N", "H", "H", "N", "H", "H", "H", "H"], "xyz": [[0.925, -1.876, 0.116], [-2.381, -1.214, -0.315], [1.858, 1.252, 1.355], [-0.623, -0.008, -0.137], [-0.977, 1.029, -1.042], [0.947, 1.858, 1.219], [-1.885, 1.415, -0.820], [0.808, 2.591, 0.240], [-1.555, -1.403, 1.239], [-1.840, -0.691, 0.471], [-0.295, 1.795, -1.002], [-0.007, 0.506, 0.774], [1.693, 0.411, -1.244], [0.263, -0.949, -0.778], [0.371, 2.015, 2.146], [-2.496, 0.054, 0.919], [1.204, -0.381, -1.671], [0.197, -2.556, 0.557], [1.628, -2.452, -0.481], [0.687, -0.028, -2.469], [1.476, -1.366, 0.923]], "mulliken_charge": [-0.799, 0.392, 0.247, 0.974, -0.648, -0.125, 0.247, -0.542, 0.353, -1.623, 0.310, -0.339, 0.249, 0.160, 0.295, 0.469, -0.799, 0.300, 0.327, 0.292, 0.259], "total_charge": 0, "homo_ev": -8.55, "gap_ev": 9.11, "total_energy_ev": -10874.2486}